Record 1
{
  "formula": "CClO2S",
  "method": "the ωB97M-V functional and the def2-TZVPD basis",
  "energy_ha": -1047.0421,
  "charge": -1,
  "homo_energy_ev": -3.368,
  "orbital_gap_ev": 7.3,
  "relative_energy_kcal_mol": 8.4,
  "mol_weight_g_mol": 111.53,
  "species": ["C", "O", "O", "S", "Cl"],
  "coordinates": [[-0.09043, 0.52507, -0.70119], [-0.14699, 1.44490, -0.01144], [-0.42904, -0.03030, -1.71243], [1.05102, -1.01243, 0.55810], [-0.38455, -0.92724, 1.86695]]
}


Record 2
{
  "formula": "C5H3Br3N2",
  "method": "the ωB97M-V functional and the def2-TZVPD basis",
  "multiplicity": 3,
  "energy_ha": -8023.6546,
  "homo_energy_ev": [-6.497, -10.713],
  "orbital_gap_ev": [6.0, 5.8],
  "relative_energy_kcal_mol": 0.0,
  "mol_weight_g_mol": 330.80,
  "species": ["C", "C", "C", "C", "C", "N", "N", "Br", "Br", "Br", "H", "H", "H"],
  "coordinates": [[-1.43782, 0.63852, 1.02078], [1.39360, 0.12498, 1.22070], [-1.19818, 0.45452, -0.41691], [0.96017, -0.81578, 0.21265], [0.07177, -0.11554, -0.82863], [-1.55701, 0.82124, 2.14149], [1.60307, 1.05323, 1.86095], [-2.72043, -0.79106, -0.96368], [2.45890, -1.62410, -0.74301], [1.30920, 1.30719, -1.55438], [-1.43058, 1.35203, -0.96117], [0.56222, -1.66798, 0.83956], [-0.01492, -0.73724, -1.82835]]
}


Record 3
{
  "formula": "C5H9Br3",
  "method": "the ωB97M-V functional and the def2-TZVPD basis",
  "multiplicity": 3,
  "energy_ha": -7917.7943,
  "homo_energy_ev": [-7.486, -10.169],
  "orbital_gap_ev": [7.9, 8.7],
  "mol_weight_g_mol": 308.84,
  "species": ["C", "C", "C", "C", "C", "Br", "Br", "Br", "H", "H", "H", "H", "H", "H", "H", "H", "H"],
  "coordinates": [[-0.27328, -1.31101, -1.61111], [2.09631, -2.16312, -2.19384], [2.00222, 1.20568, 1.71070], [0.90188, -2.12885, -1.28227], [2.14862, 0.57405, 0.30996], [0.80480, -2.85055, 0.54365], [2.15295, 1.98077, -1.16378], [3.77055, -0.46976, 0.23105], [-0.04878, -0.53479, -2.37825], [-0.69515, -0.81460, -0.67429], [-1.18864, -1.87136, -2.08234], [1.77934, -1.89157, -3.24291], [2.54518, -3.16951, -2.36779], [2.89396, -1.52342, -1.81414], [2.83720, 1.16050, 2.33903], [1.71270, 2.25945, 1.84846], [1.25912, 0.53239, 2.11159]]
}


Record 4
{
  "formula": "C6H15CoN5O4Se2",
  "method": "the ωB97M-V functional and the def2-TZVPD basis",
  "multiplicity": 5,
  "energy_ha": -6997.6157,
  "charge": 1,
  "homo_energy_ev": [-10.947, -11.096],
  "orbital_gap_ev": [7.7, 5.8],
  "mol_weight_g_mol": 438.07,
  "species": ["Co", "N", "N", "C", "N", "N", "N", "O", "O", "H", "H", "H", "H", "H", "O", "C", "C", "C", "O", "C", "Se", "C", "Se", "H", "H", "H", "H", "H", "H", "H", "H", "H", "H"],
  "coordinates": [[-0.34123, -1.13026, -0.23643], [-2.46845, -1.65317, -0.53560], [-2.75397, -3.02021, -0.54707], [-1.74305, -3.89117, -0.38547], [-1.99501, -5.18819, -0.40169], [-0.55637, -3.29533, -0.22049], [0.60225, -4.02730, -0.04349], [1.61674, -3.37201, 0.06163], [0.58296, -5.24784, -0.00199], [-2.99453, -1.17726, 0.18882], [-2.68120, -1.22531, -1.43115], [-3.69196, -3.34656, -0.71371], [-2.92384, -5.54950, -0.53958], [-1.21833, -5.81929, -0.27417], [0.27574, 1.27033, 2.20093], [0.83524, 2.49479, 1.75955], [1.03151, 2.54562, 0.23364], [1.66023, 3.93864, -0.02885], [1.96156, 4.16771, -1.38598], [2.03474, 1.49220, -0.24267], [1.77019, -0.35148, 0.35679], [-0.25378, 2.50232, -0.61643], [-1.42673, 0.92952, -0.65591], [0.19064, 1.29510, 3.16186], [1.81674, 2.62284, 2.23231], [0.20346, 3.33720, 2.05841], [2.54646, 4.05720, 0.60652], [0.93653, 4.70368, 0.25535], [2.79170, 3.74650, -1.62411], [3.04178, 1.75785, 0.08134], [2.02051, 1.43494, -1.33278], [0.03415, 2.67077, -1.65166], [-0.90468, 3.32769, -0.32795]]
}